1.
{"formula": "C11H22N7O3S", "method": "ωB97M-V/def2-TZVPD", "homo_ev": -12.59, "largest_force_ev_per_a": 4.56, "charge": 1, "orbital_gap_ev": 8.9, "multiplicity": 1, "mol_weight_g_mol": 332.4, "symbols": ["C", "C", "O", "C", "O", "N", "C", "N", "C", "C", "N", "C", "C", "N", "C", "S", "N", "C", "H", "H", "H", "H", "H", "H", "H", "H", "H", "H", "H", "H", "H", "H", "H", "H", "H", "H", "C", "O", "N", "N", "H", "H", "H", "H"], "xyz": [[-3.631, -0.187, 0.553], [-2.824, -0.222, -0.822], [-3.788, 0.060, -1.881], [-2.199, -1.630, -1.187], [-1.283, -2.154, -0.186], [-0.036, -1.636, -0.356], [0.639, -1.349, 0.739], [1.986, -0.826, 0.909], [2.165, 0.649, 0.716], [1.021, 1.297, -0.176], [0.451, 2.431, 0.151], [2.322, -1.261, 2.322], [1.114, -2.176, 2.806], [0.952, -2.515, 4.234], [1.098, -1.509, 5.000], [1.113, -0.042, 5.757], [-0.029, -1.616, 2.038], [-0.531, -0.264, 2.415], [-3.138, 0.489, 1.330], [-3.842, -1.210, 0.998], [-4.644, 0.297, 0.347], [-2.076, 0.637, -0.831], [-3.987, 1.009, -1.803], [-1.627, -1.579, -2.170], [-3.063, -2.369, -1.256], [0.396, -1.498, -1.280], [3.147, 0.917, 0.216], [2.157, 1.212, 1.711], [0.659, 0.823, -1.148], [-0.259, 2.660, -0.570], [2.656, -0.445, 3.032], [3.267, -1.873, 2.136], [1.340, -3.161, 2.285], [-0.859, 0.350, 1.516], [-1.427, -0.381, 3.096], [0.224, 0.379, 2.973], [1.389, 1.707, -3.900], [0.964, 0.805, -3.180], [1.760, 2.916, -3.412], [1.520, 1.568, -5.240], [2.109, 3.665, -3.981], [1.677, 3.058, -2.419], [1.253, 0.683, -5.638], [1.864, 2.290, -5.845]], "mulliken_charge": [-0.970, 0.809, -0.576, -0.709, -0.175, 0.195, -0.539, 0.073, -0.685, 0.178, -0.650, -0.699, 0.112, -0.594, 0.532, -0.159, -0.006, -0.196, 0.217, 0.243, 0.376, -0.128, 0.383, 0.388, 0.336, 0.437, 0.425, 0.280, 0.370, 0.326, 0.346, 0.284, 0.411, -0.077, 0.286, 0.127, 0.622, -0.611, -0.306, -0.442, 0.183, 0.206, 0.217, 0.161]}



2.
{"formula": "C11H22NO", "method": "ωB97M-V/def2-TZVPD", "homo_ev": -13.56, "smiles": "CC(C)C[C@@H](C)CO[C@H]1C=[NH+]CC1", "largest_force_ev_per_a": 0.30, "charge": 1, "orbital_gap_ev": 9.1, "multiplicity": 1, "mol_weight_g_mol": 184.3, "symbols": ["C", "C", "C", "C", "C", "C", "C", "O", "C", "C", "N", "C", "C", "H", "H", "H", "H", "H", "H", "H", "H", "H", "H", "H", "H", "H", "H", "H", "H", "H", "H", "H", "H", "H", "H"], "xyz": [[-2.274, -0.524, 2.488], [-1.771, 0.823, 1.960], [-0.929, 1.530, 3.019], [-0.957, 0.704, 0.661], [-1.530, -0.225, -0.428], [-1.821, 0.516, -1.732], [-0.672, -1.451, -0.679], [0.545, -1.145, -1.402], [1.686, -0.860, -0.659], [2.760, -1.657, -1.376], [3.385, -0.915, -2.203], [2.908, 0.496, -2.204], [2.220, 0.568, -0.851], [-2.468, -0.468, 3.559], [-3.197, -0.853, 2.012], [-1.528, -1.312, 2.343], [-2.641, 1.451, 1.746], [-0.431, 2.412, 2.611], [-1.543, 1.859, 3.857], [-0.160, 0.860, 3.413], [0.058, 0.393, 0.943], [-0.852, 1.709, 0.242], [-2.479, -0.636, -0.070], [-2.405, 1.415, -1.531], [-2.385, -0.099, -2.434], [-0.899, 0.823, -2.229], [-0.401, -1.946, 0.258], [-1.194, -2.169, -1.310], [1.603, -1.155, 0.389], [2.944, -2.722, -1.302], [4.114, -1.258, -2.819], [3.733, 1.179, -2.379], [2.191, 0.571, -3.022], [1.437, 1.320, -0.807], [2.953, 0.763, -0.066]], "mulliken_charge": [-1.339, 0.805, -1.694, -1.096, 0.951, -1.627, -1.044, -0.443, 0.225, -0.568, 0.018, -0.619, -0.580, 0.419, 0.361, 0.199, 0.225, 0.385, 0.449, 0.361, 0.090, 0.505, 0.327, 0.457, 0.391, 0.256, 0.415, 0.437, 0.636, 0.471, 0.254, 0.414, 0.291, 0.317, 0.350]}



3.
{"formula": "C11H22Si", "method": "ωB97M-V/def2-TZVPD", "homo_ev": [-7.95, -6.70], "largest_force_ev_per_a": 5.34, "orbital_gap_ev": [7.8, 6.9], "multiplicity": 1, "mol_weight_g_mol": 182.4, "symbols": ["C", "C", "C", "C", "C", "C", "C", "C", "C", "C", "C", "Si", "H", "H", "H", "H", "H", "H", "H", "H", "H", "H", "H", "H", "H", "H", "H", "H", "H", "H", "H", "H", "H", "H"], "xyz": [[0.137, 2.357, -1.447], [-3.307, 1.391, 0.631], [0.269, 1.091, -1.338], [-3.083, 0.357, -0.067], [0.084, 0.262, -2.562], [-3.858, -0.664, -0.808], [0.586, 0.476, 3.212], [2.739, -1.425, -0.826], [0.759, -2.778, 0.082], [1.041, 1.149, 1.853], [1.598, -1.499, 0.201], [0.495, 0.149, 0.335], [0.342, 3.138, -0.666], [-0.267, 2.751, -2.391], [-2.761, 1.831, 1.469], [-4.354, 2.025, 0.727], [0.069, -0.759, -2.330], [1.016, 0.487, -3.048], [-0.888, 0.478, -3.015], [-3.401, -1.701, -0.681], [-3.869, -0.437, -1.837], [-4.942, -0.628, -0.574], [-0.363, -0.046, 3.157], [1.441, -0.203, 3.450], [0.450, 1.115, 4.037], [2.364, -1.152, -1.807], [3.567, -0.920, -0.349], [3.204, -2.429, -1.031], [1.478, -3.620, -0.144], [0.165, -2.893, -0.772], [0.331, -2.947, 1.060], [2.122, 1.196, 1.930], [0.600, 2.133, 1.795], [2.036, -1.614, 1.257]], "mulliken_charge": [-0.844, -0.407, 0.928, 0.133, -1.669, -1.029, -1.184, -1.437, -1.586, -0.524, 0.750, -0.257, 0.247, 0.275, 0.243, 0.176, 0.268, 0.399, 0.411, 0.238, 0.285, 0.348, 0.297, 0.312, 0.384, 0.260, 0.390, 0.420, 0.422, 0.350, 0.376, 0.435, 0.398, 0.194]}



4.
{"formula": "C11H23AlBrNO2P2", "method": "ωB97M-V/def2-TZVPD", "homo_ev": -15.99, "largest_force_ev_per_a": 1.50, "charge": 2, "orbital_gap_ev": 8.7, "multiplicity": 1, "mol_weight_g_mol": 370.1, "symbols": ["Al", "P", "C", "C", "N", "C", "C", "C", "C", "C", "P", "H", "H", "H", "H", "H", "H", "H", "H", "O", "H", "H", "O", "H", "C", "H", "H", "H", "C", "H", "H", "H", "C", "H", "H", "H", "C", "H", "H", "H", "Br"], "xyz": [[0.060, 0.177, -0.120], [-2.282, 0.144, -0.535], [-2.125, 0.453, -2.366], [-0.838, 1.149, -2.683], [0.250, 0.899, -1.908], [1.474, 1.336, -2.279], [1.639, 2.089, -3.428], [0.522, 2.355, -4.221], [-0.719, 1.883, -3.853], [2.655, 0.991, -1.373], [2.333, -0.519, -0.396], [-1.631, 2.048, -4.428], [2.640, 2.457, -3.660], [0.633, 2.918, -5.130], [3.575, 0.839, -1.983], [2.885, 1.837, -0.678], [-2.058, -0.574, -2.872], [-3.047, 0.893, -2.767], [-1.239, -2.203, -2.799], [-1.478, -1.765, -3.666], [-2.330, -2.143, -3.888], [-0.155, -2.271, -0.876], [-0.610, -2.863, -1.485], [0.068, -3.513, -1.689], [2.887, -1.815, -1.521], [3.896, -1.584, -1.892], [2.918, -2.780, -0.993], [2.214, -1.888, -2.387], [3.619, -0.441, 0.934], [3.521, -1.349, 1.562], [4.634, -0.417, 0.486], [3.464, 0.466, 1.552], [-3.048, 1.594, 0.301], [-4.066, 1.782, -0.079], [-3.116, 1.369, 1.380], [-2.443, 2.507, 0.181], [-3.487, -1.171, -0.345], [-3.709, -1.285, 0.715], [-4.406, -0.914, -0.870], [-3.083, -2.104, -0.727], [0.395, 1.234, 1.826]], "mulliken_charge": [0.296, 0.635, -0.681, 0.785, 0.384, 0.600, -0.970, -0.477, -0.930, -1.150, 0.573, 0.525, 0.521, 0.476, 0.615, 0.409, -0.192, 0.771, 0.518, -0.717, 0.352, 0.102, -0.638, 0.353, -1.285, 0.437, 0.412, 0.370, -1.104, 0.387, 0.401, 0.387, -1.129, 0.420, 0.403, 0.367, -1.189, 0.434, 0.423, 0.359, -0.251]}



5.
{"formula": "C11H23AuN6O2", "method": "ωB97M-V/def2-TZVPD", "homo_ev": [-15.20, -15.15], "largest_force_ev_per_a": 0.43, "charge": 2, "orbital_gap_ev": [9.7, 6.0], "multiplicity": 3, "mol_weight_g_mol": 468.3, "s_squared": 2.0124, "symbols": ["Au", "N", "C", "C", "N", "C", "C", "N", "C", "C", "N", "H", "H", "H", "H", "H", "H", "H", "H", "H", "H", "H", "H", "H", "H", "H", "H", "H", "H", "C", "N", "C", "C", "C", "O", "N", "C", "O", "H", "H", "H", "H", "H"], "xyz": [[0.298, -0.279, -0.055], [1.534, 0.215, -1.948], [0.494, 0.195, -3.005], [-0.569, 1.229, -2.699], [-1.148, 1.122, -1.326], [-2.498, 0.492, -1.282], [-2.431, -1.005, -1.088], [-1.760, -1.268, 0.210], [-1.141, 2.433, -0.625], [0.228, 2.778, -0.080], [0.647, 1.708, 0.857], [2.058, 1.086, -1.947], [2.204, -0.536, -2.089], [0.089, -0.815, -3.038], [0.925, 0.412, -3.984], [-1.366, 1.143, -3.439], [-0.147, 2.229, -2.808], [-3.066, 0.744, -2.179], [-3.036, 0.921, -0.436], [-1.851, -1.497, -1.870], [-3.438, -1.423, -1.104], [-1.610, -2.261, 0.354], [-2.296, -0.922, 1.002], [-1.842, 2.374, 0.208], [-1.494, 3.225, -1.289], [0.193, 3.747, 0.414], [0.970, 2.848, -0.874], [0.133, 1.770, 1.733], [1.631, 1.784, 1.102], [1.150, -5.526, -2.219], [1.211, -4.505, -1.158], [1.727, -4.774, 0.071], [1.798, -3.866, 1.078], [1.308, -2.583, 0.770], [1.255, -1.545, 1.531], [0.805, -2.342, -0.451], [0.701, -3.253, -1.469], [0.199, -2.993, -2.547], [1.638, -6.427, -1.859], [1.657, -5.163, -3.107], [0.116, -5.742, -2.472], [2.088, -5.784, 0.210], [2.210, -4.100, 2.046]], "mulliken_charge": [1.107, -0.483, -0.449, -0.906, 0.477, -0.839, -0.420, -0.556, -0.674, -0.710, -0.512, 0.230, 0.301, 0.039, 0.572, 0.376, 0.443, 0.320, 0.425, 0.158, 0.529, 0.263, 0.249, 0.433, 0.354, 0.494, 0.301, 0.312, 0.305, -0.860, 0.027, 0.257, -1.188, 1.077, -0.632, -0.315, 0.296, -0.648, 0.300, 0.332, 0.324, 0.373, 0.513]}



6.
{"formula": "C11H23BMnN5O2S", "method": "ωB97M-V/def2-TZVPD", "homo_ev": [-17.73, -17.54], "largest_force_ev_per_a": 0.90, "charge": 3, "orbital_gap_ev": [6.8, 6.6], "multiplicity": 4, "mol_weight_g_mol": 355.2, "s_squared": 3.7729, "symbols": ["Mn", "N", "N", "C", "N", "S", "H", "H", "H", "H", "H", "C", "C", "C", "O", "B", "O", "C", "C", "C", "H", "H", "H", "H", "H", "H", "H", "H", "H", "H", "H", "H", "C", "N", "C", "C", "N", "C", "H", "H", "H", "H", "H", "H"], "xyz": [[2.217, -0.234, 0.773], [3.563, -1.844, 0.898], [4.173, -2.013, 2.158], [3.899, -1.156, 3.154], [4.518, -1.311, 4.306], [2.770, 0.118, 2.943], [3.107, -2.712, 0.619], [4.303, -1.674, 0.212], [4.872, -2.738, 2.249], [5.191, -2.043, 4.481], [4.331, -0.668, 5.062], [-3.206, 0.293, -0.881], [-2.248, -0.719, -1.538], [-1.744, -0.232, -2.885], [-1.111, -0.863, -0.592], [0.143, -1.006, -0.885], [1.369, -1.129, -0.931], [-3.017, -2.001, -1.548], [-3.039, -2.890, -0.404], [-3.865, -2.316, -2.692], [-2.669, 1.240, -0.816], [-3.499, -0.017, 0.121], [-4.089, 0.437, -1.500], [-1.192, 0.698, -2.740], [-2.583, 0.000, -3.540], [-1.107, -0.963, -3.388], [-2.394, -2.622, 0.422], [-2.832, -3.905, -0.784], [-4.084, -3.002, -0.071], [-3.287, -2.200, -3.618], [-4.671, -1.574, -2.797], [-4.313, -3.303, -2.616], [0.570, 4.952, 1.428], [0.813, 3.664, 0.760], [0.817, 3.450, -0.596], [1.148, 2.144, -0.775], [1.349, 1.555, 0.463], [1.139, 2.520, 1.359], [-0.065, 5.559, 0.790], [1.517, 5.459, 1.595], [0.067, 4.773, 2.374], [0.614, 4.239, -1.300], [1.312, 1.615, -1.700], [1.213, 2.417, 2.430]], "mulliken_charge": [0.542, -0.392, -0.285, 0.912, -0.370, -0.384, 0.333, 0.353, 0.247, 0.230, 0.228, -1.461, 1.662, -1.873, -0.370, 1.168, -0.937, 0.554, -1.477, -1.321, 0.398, 0.416, 0.425, 0.425, 0.550, 0.502, 0.333, 0.515, 0.456, 0.415, 0.380, 0.450, -0.819, 0.065, -0.500, -0.766, 0.229, -0.330, 0.326, 0.335, 0.348, 0.481, 0.592, 0.416]}



7.
{"formula": "C11H23BNO2", "method": "ωB97M-V/def2-TZVPD", "homo_ev": [-11.32, -11.32], "largest_force_ev_per_a": 7.04, "charge": 1, "orbital_gap_ev": [8.6, 8.6], "multiplicity": 1, "mol_weight_g_mol": 212.1, "symbols": ["B", "C", "C", "C", "C", "C", "C", "C", "C", "C", "C", "C", "N", "O", "O", "H", "H", "H", "H", "H", "H", "H", "H", "H", "H", "H", "H", "H", "H", "H", "H", "H", "H", "H", "H", "H", "H", "H"], "xyz": [[-1.970, -1.946, -0.572], [-2.321, -0.354, -0.045], [-0.114, 0.310, -0.583], [-2.955, 0.658, 0.429], [-2.431, 1.914, 0.615], [-0.991, 2.328, 0.619], [0.025, 1.810, -0.458], [-0.330, 2.341, -1.920], [2.672, -1.775, -1.025], [1.345, -1.968, 2.107], [2.239, -0.539, -0.280], [0.481, -0.692, 1.475], [0.831, -0.621, 0.063], [-0.925, -2.786, -0.241], [-2.897, -2.291, -1.416], [-3.985, 0.560, 0.067], [-0.434, 0.192, -1.659], [-2.622, 2.328, -0.428], [-3.007, 2.387, 1.372], [-1.020, 3.372, 0.523], [-0.679, 2.116, 1.622], [0.995, 2.112, -0.080], [-0.313, 3.381, -1.950], [-1.309, 1.903, -1.956], [0.262, 2.054, -2.718], [3.712, -1.761, -0.813], [2.044, -2.675, -0.651], [2.339, -1.749, -2.053], [2.272, -1.838, 1.694], [1.396, -1.911, 3.168], [0.971, -2.923, 1.740], [2.267, 0.306, -0.906], [2.826, -0.212, 0.604], [0.784, 0.130, 2.008], [-0.511, -0.773, 1.733], [0.550, -1.607, -0.334], [-0.718, -3.477, -0.835], [-3.140, -3.036, -1.874]], "mulliken_charge": [0.436, 0.104, -1.292, -0.488, -0.269, -1.263, 0.416, -1.691, -1.228, -1.261, -0.614, -0.745, 0.882, -0.487, -0.487, 0.343, 0.435, 0.225, 0.363, 0.541, 0.357, 0.461, 0.364, 0.537, 0.377, 0.416, 0.206, 0.392, 0.433, 0.434, 0.287, 0.495, 0.555, 0.648, 0.383, 0.096, 0.285, 0.353]}



8.
{"formula": "C11H23Br2InN2O8", "method": "ωB97M-V/def2-TZVPD", "homo_ev": [-17.09, -17.60], "largest_force_ev_per_a": 5.43, "charge": 3, "orbital_gap_ev": [5.0, 3.4], "multiplicity": 2, "mol_weight_g_mol": 585.9, "s_squared": 1.7697, "symbols": ["In", "N", "O", "O", "O", "C", "O", "C", "C", "N", "C", "C", "O", "C", "H", "H", "H", "H", "H", "H", "H", "H", "H", "H", "H", "H", "H", "H", "H", "Br", "C", "C", "Br", "H", "H", "H", "H", "C", "C", "O", "C", "O", "O", "H", "H", "H", "H"], "xyz": [[-27.381, -9.849, 15.400], [-27.380, -11.180, 12.055], [-26.492, -10.575, 12.631], [-27.309, -11.438, 10.854], [-28.304, -11.632, 12.695], [-18.665, -8.651, 8.071], [-19.982, -8.310, 7.695], [-20.858, -9.285, 8.161], [-20.920, -9.417, 9.724], [-21.903, -10.439, 10.044], [-22.368, -10.399, 11.439], [-23.441, -11.552, 11.722], [-22.762, -12.831, 11.559], [-23.637, -13.958, 11.712], [-18.341, -9.637, 7.738], [-18.416, -8.640, 9.132], [-17.927, -7.989, 7.617], [-20.763, -10.248, 7.660], [-21.877, -9.138, 7.802], [-21.212, -8.456, 10.147], [-19.958, -9.682, 10.163], [-21.560, -11.370, 9.857], [-22.851, -9.423, 11.479], [-21.583, -10.593, 12.170], [-24.193, -11.418, 10.945], [-23.950, -11.399, 12.674], [-24.223, -14.099, 10.804], [-24.290, -13.901, 12.583], [-23.087, -14.897, 11.777], [-25.930, -16.248, 11.452], [-27.068, -14.669, 10.947], [-27.895, -14.945, 9.718], [-26.766, -14.969, 8.053], [-26.343, -13.865, 10.814], [-27.806, -14.361, 11.688], [-28.586, -14.104, 9.670], [-28.407, -15.906, 9.773], [-25.429, -9.060, 8.712], [-25.354, -8.437, 10.090], [-24.255, -7.577, 10.098], [-23.830, -7.433, 8.863], [-23.061, -6.568, 8.434], [-24.525, -8.255, 8.017], [-26.437, -8.982, 8.302], [-25.230, -10.131, 8.677], [-25.215, -9.187, 10.869], [-26.283, -7.896, 10.271]], "mulliken_charge": [0.960, 1.267, -0.416, -0.335, -0.455, -0.738, -0.173, -0.696, -0.759, -0.038, -0.887, -0.260, -0.432, -0.765, 0.393, 0.329, 0.322, 0.432, 0.337, 0.431, 0.719, 0.332, 0.526, 0.407, 0.046, 0.498, 0.210, 0.393, 0.370, 0.073, -0.273, -0.513, 0.378, -0.081, 0.475, 0.439, 0.484, -0.206, 0.200, -0.375, 0.589, -0.521, -0.367, 0.346, 0.210, -0.276, 0.401]}



| no. | E (eV) |
| --- | --- |
| 1 | -39160.914 |
| 2 | -15294.541 |
| 3 | -19634.981 |
| 4 | -112571.708 |
| 5 | -28492.133 |
| 6 | -66133.604 |
| 7 | -18031.157 |
| 8 | -176358.192 |